{
  "formula": "C38H78B2F3NO30P",
  "method": "ωB97M-V/def2-TZVPD",
  "symbols": ["C", "C", "O", "B", "O", "C", "O", "P", "C", "C", "C", "C", "C", "N", "C", "C", "O", "C", "C", "F", "F", "F", "O", "C", "C", "C", "O", "C", "O", "B", "O", "O", "C", "H", "H", "H", "H", "H", "H", "H", "H", "H", "H", "H", "H", "H", "H", "H", "H", "H", "H", "H", "H", "H", "H", "H", "H", "H", "H", "H", "H", "H", "H", "H", "H", "H", "H", "H", "H", "C", "O", "C", "O", "O", "C", "H", "H", "H", "H", "H", "H", "C", "O", "C", "O", "O", "C", "H", "H", "H", "H", "H", "H", "C", "O", "C", "O", "O", "C", "H", "H", "H", "H", "H", "H", "C", "O", "C", "O", "O", "C", "H", "H", "H", "H", "H", "H", "C", "O", "C", "O", "O", "C", "H", "H", "H", "H", "H", "H", "C", "O", "C", "O", "O", "C", "H", "H", "H", "H", "H", "H", "C", "O", "C", "O", "O", "C", "H", "H", "H", "H", "H", "H"],
  "positions_angstrom": [[-1.27549, -6.79018, 5.74919], [-0.93979, -5.24142, 6.14545], [-1.54568, -4.42690, 5.11632], [-0.85653, -3.18113, 4.89967], [0.56760, -2.96559, 4.98459], [-1.76604, -1.87376, 4.45923], [-1.95442, -2.11466, 3.02619], [-3.60792, -1.68515, 2.56458], [-2.82584, -1.50248, 0.79124], [-2.26980, -0.02476, 0.48464], [-0.90612, 0.35630, 1.23820], [0.32092, -0.63002, 0.94253], [1.72276, -0.12875, 1.58077], [2.23753, -1.05612, 2.64331], [-4.08489, -3.46336, 2.03324], [-5.63510, -3.65923, 1.67872], [-6.25336, -4.50422, 2.69960], [-7.50722, -3.89692, 3.10792], [-7.95767, -4.64161, 4.46500], [-8.19990, -3.63364, 5.43532], [-9.08382, -5.47614, 4.25728], [-6.89584, -5.47797, 4.93776], [-4.17285, -1.82917, 4.22333], [-3.14827, -1.60945, 5.24980], [-3.39087, -2.30864, 6.67502], [-2.31087, -1.84682, 7.79354], [-1.80194, -2.97645, 8.55984], [-0.51358, -2.70522, 9.09338], [0.55627, -3.14151, 8.58510], [-3.44846, -0.02152, 5.60937], [-4.83989, 0.41825, 5.63055], [-2.41123, 0.94337, 5.85898], [-2.90043, 2.13522, 6.52064], [-1.75839, -7.36972, 6.60446], [-0.31512, -7.33518, 5.40541], [-1.97398, -6.79187, 4.84661], [-1.35103, -5.07544, 7.19528], [0.19674, -5.18207, 6.20307], [0.86554, -2.98239, 5.92666], [-1.10070, -0.94934, 4.66683], [-4.82530, -1.12880, 2.02286], [-3.21507, -0.27907, 2.68217], [-3.55273, -1.80196, -0.04641], [-1.92598, -2.21383, 0.71424], [-2.07119, 0.03171, -0.65758], [-3.07868, 0.78033, 0.67809], [-0.57446, 1.43977, 0.99843], [-1.10356, 0.32620, 2.36642], [0.45462, -0.70750, -0.19254], [0.10541, -1.66820, 1.40049], [2.49282, 0.05678, 0.75338], [1.51983, 0.90455, 2.05764], [2.77248, -0.52431, 3.34701], [2.88209, -1.75622, 2.24199], [-3.82935, -4.25891, 2.82963], [-3.48934, -3.72384, 1.08543], [-6.20835, -2.68965, 1.48172], [-5.67821, -4.25843, 0.68961], [-7.39243, -2.77085, 3.31918], [-8.25188, -4.06947, 2.23950], [-3.49664, -3.44982, 6.60315], [-4.42387, -1.93480, 7.04347], [-1.41135, -1.41628, 7.20351], [-2.70843, -0.98441, 8.42788], [-0.36986, -2.07054, 10.04926], [-5.41043, -0.27958, 6.01157], [-3.69094, 1.93967, 7.32507], [-3.22048, 2.95442, 5.77139], [-1.99587, 2.59197, 7.08192], [-1.77118, 1.97255, -4.36133], [-0.52964, 1.74838, -5.02968], [0.40734, 1.16114, -4.26496], [0.27540, 0.82990, -3.11545], [1.51748, 1.00894, -5.00923], [2.60418, 0.39301, -4.31985], [-2.44984, 2.44880, -5.07006], [-2.21328, 1.02649, -4.04177], [-1.63498, 2.64229, -3.50950], [2.33481, -0.61546, -3.99856], [2.91339, 1.00071, -3.46671], [3.44207, 0.32175, -5.01465], [-5.08711, -10.26514, 5.47869], [-3.67512, -10.39789, 5.32196], [-3.28706, -11.56256, 4.78029], [-4.01428, -12.46190, 4.43379], [-1.94606, -11.55337, 4.69096], [-1.38989, -12.73886, 4.12820], [-5.28549, -9.28932, 5.92311], [-5.58742, -10.30943, 4.50898], [-5.47506, -11.03471, 6.15002], [-1.74370, -12.88261, 3.10485], [-1.62938, -13.60781, 4.74537], [-0.30607, -12.61996, 4.10518], [1.76593, 3.53953, -6.76999], [2.25163, 4.76896, -7.31399], [3.05837, 5.45946, -6.48630], [3.38210, 5.12707, -5.37338], [3.44172, 6.58833, -7.11658], [4.30691, 7.42366, -6.34865], [1.12908, 3.07027, -7.52050], [2.59294, 2.86271, -6.54823], [1.16687, 3.72349, -5.87635], [5.23552, 6.90059, -6.11064], [3.80861, 7.76102, -5.43716], [4.54971, 8.29860, -6.95253], [9.99876, 10.12630, -6.13814], [10.34918, 8.89853, -6.77447], [9.30944, 8.24501, -7.31835], [8.15832, 8.60824, -7.30555], [9.77383, 7.11680, -7.87897], [8.76911, 6.31539, -8.50061], [10.91138, 10.56731, -5.73600], [9.56697, 10.82458, -6.85875], [9.30828, 9.94827, -5.31071], [8.28856, 6.86213, -9.31479], [8.02977, 5.98654, -7.76706], [9.25683, 5.43390, -8.91774], [5.23648, 2.81483, -13.06095], [4.05866, 3.22878, -12.37239], [4.25659, 4.22585, -11.49233], [5.31111, 4.76570, -11.25873], [3.07819, 4.51486, -10.91990], [3.13755, 5.56579, -9.95379], [4.95868, 2.00937, -13.74172], [5.64860, 3.63780, -13.64921], [5.97978, 2.43229, -12.35793], [3.46567, 6.49830, -10.41961], [3.79546, 5.29313, -9.12955], [2.13463, 5.71510, -9.55677], [-8.40305, -7.79227, 8.89272], [-8.38485, -9.18117, 8.56398], [-7.87355, -9.97011, 9.52617], [-7.45100, -9.60140, 10.59455], [-7.91618, -11.24325, 9.08963], [-7.40210, -12.19763, 10.01576], [-8.83472, -7.25556, 8.04735], [-9.02665, -7.61227, 9.77128], [-7.38894, -7.42138, 9.05584], [-7.98605, -12.19244, 10.93889], [-6.34774, -12.00324, 10.22440], [-7.48727, -13.18429, 9.55905], [7.04619, 12.88772, -8.36558], [8.28342, 13.38472, -7.85633], [8.64831, 14.57593, -8.35837], [8.03254, 15.22206, -9.16973], [9.81996, 14.92193, -7.79852], [10.33212, 16.17667, -8.24278], [6.85381, 11.92442, -7.89156], [6.22670, 13.56538, -8.11631], [7.10711, 12.73543, -9.44532], [9.64376, 16.98575, -7.98881], [10.52395, 16.15591, -9.31780], [11.27671, 16.35245, -7.72695]],
  "forces_ev_per_angstrom": [[0.5, 0.2, -0.4], [0.0, -2.9, -0.1], [2.2, 1.8, 1.4], [-0.7, 0.5, -0.3], [-1.6, -0.7, 1.5], [1.5, -0.4, 0.8], [-0.8, 0.1, 2.8], [1.3, 0.9, -2.7], [0.9, 0.7, -1.2], [0.2, 0.0, -1.0], [0.1, -0.1, 0.6], [0.2, -0.1, 0.0], [-0.7, 0.8, -0.2], [0.5, 0.7, -0.5], [-0.7, -1.6, 0.2], [1.4, -0.8, -1.2], [-1.4, 2.0, 0.1], [0.4, -0.7, -0.3], [1.4, -0.1, -0.6], [-0.1, -2.7, -1.5], [2.1, 1.9, 1.1], [-3.0, 2.0, -0.6], [0.5, -0.9, 1.2], [-0.3, 1.6, -1.0], [-1.1, -0.6, 0.3], [0.5, 1.1, -2.4], [2.0, 1.0, 1.0], [3.0, -1.2, -1.6], [-4.5, 1.5, 1.7], [-0.3, 0.7, -0.9], [2.2, -0.7, 1.3], [-2.7, -0.7, 0.5], [1.2, 1.6, 0.6], [0.7, 0.8, -1.1], [-1.5, 0.8, 0.7], [0.8, 0.1, 1.3], [0.3, 0.3, -1.6], [-1.5, 0.4, -0.2], [-0.2, -0.2, -1.1], [-0.9, -1.1, -0.7], [-0.6, -0.4, 0.5], [-0.1, -0.1, 1.2], [0.8, 0.5, 1.0], [-1.3, 0.9, 0.0], [-0.2, 0.0, 1.6], [1.2, -1.3, 0.0], [-0.6, -1.6, 0.1], [0.3, 0.0, -1.5], [-0.3, -0.1, 1.5], [0.3, 1.7, -0.8], [-1.0, -0.3, 1.0], [0.4, -1.6, -0.6], [-0.4, -0.4, -0.6], [-0.6, 0.6, 0.3], [-0.4, 1.2, -1.2], [-0.8, 0.4, 1.5], [0.8, -1.1, 0.6], [-0.2, 0.8, 1.4], [-0.1, -1.7, -0.2], [0.6, 0.3, 1.7], [0.5, 1.6, 0.1], [1.5, -0.7, -0.5], [-1.4, -0.5, 0.9], [0.4, -1.4, -0.5], [-1.0, -0.8, -1.3], [0.5, 0.3, -0.9], [0.9, 0.2, -1.5], [0.1, -1.5, 1.1], [-1.3, -0.8, -0.9], [-0.5, 0.1, 0.2], [0.4, -0.1, 0.0], [-0.1, -0.1, 0.2], [0.1, 0.2, -0.5], [-0.3, 0.1, 0.0], [0.4, -0.2, 0.2], [0.3, -0.1, -0.1], [0.1, 0.1, 0.1], [0.0, -0.2, 0.0], [0.0, 0.2, 0.1], [-0.2, -0.1, 0.0], [-0.3, 0.1, -0.1], [-0.5, 0.2, 0.1], [0.3, -0.4, -0.2], [0.0, 0.3, 0.1], [0.3, 0.3, 0.1], [-0.3, 0.0, 0.1], [0.2, -0.3, -0.1], [0.3, -0.1, -0.1], [0.1, -0.1, 0.1], [0.0, 0.0, -0.2], [-0.1, -0.1, 0.2], [-0.1, 0.1, -0.2], [-0.2, 0.2, 0.1], [-0.2, -0.5, 0.2], [0.4, 0.5, 0.4], [-0.2, -0.1, 0.0], [-0.1, 0.2, -0.5], [-0.3, -0.4, 0.1], [0.3, 0.3, 0.2], [0.1, 0.3, -0.1], [-0.1, 0.2, 0.1], [0.2, -0.1, 0.0], [-0.2, 0.0, 0.1], [0.1, -0.2, 0.0], [-0.2, -0.2, -0.1], [-0.1, 0.4, 0.2], [-0.3, -0.3, -0.2], [0.2, -0.1, 0.0], [0.4, -0.1, 0.0], [0.0, 0.4, 0.2], [-0.3, -0.3, -0.2], [0.0, -0.3, -0.2], [-0.1, -0.1, 0.1], [0.0, 0.0, -0.2], [-0.1, 0.0, 0.2], [0.0, 0.2, -0.1], [0.2, 0.2, 0.1], [0.3, -0.2, -0.2], [0.0, 0.2, 0.2], [-0.3, 0.1, 0.2], [-0.3, -0.2, -0.1], [0.4, -0.3, -0.4], [0.0, 0.5, 0.2], [-0.2, 0.1, 0.2], [0.0, 0.0, 0.2], [0.0, 0.2, -0.1], [0.2, -0.2, 0.0], [0.0, 0.1, -0.3], [0.1, -0.3, -0.2], [0.0, 0.5, 0.0], [0.2, -0.5, 0.3], [-0.1, 0.1, -0.2], [-0.2, -0.2, -0.4], [0.0, 0.5, 0.0], [0.1, -0.3, 0.2], [0.0, -0.3, 0.0], [0.2, -0.1, 0.0], [-0.1, -0.1, 0.1], [0.2, 0.1, 0.0], [-0.2, 0.1, 0.1], [-0.1, 0.2, -0.2], [-0.4, -0.3, -0.1], [0.3, 0.4, -0.1], [0.0, -0.1, 0.1], [0.3, -0.2, 0.3], [-0.3, -0.2, -0.1], [0.2, 0.4, -0.1], [0.3, 0.1, 0.1], [0.1, 0.0, -0.2], [0.0, 0.2, 0.1], [0.0, -0.1, -0.2], [-0.2, 0.0, 0.1], [-0.1, -0.3, 0.1]],
  "mulliken_charge": [-1.083, 0.243, -0.242, 0.675, -0.652, -0.214, -0.018, 0.898, -0.988, -0.575, -0.287, 0.098, -0.643, -0.420, -0.723, -0.542, -0.309, -0.493, 0.865, -0.273, -0.276, -0.237, -0.431, 0.066, -0.836, -0.470, -0.269, 0.128, -0.438, 1.211, -0.628, -0.486, -0.725, 0.290, 0.295, 0.209, -0.020, 0.186, 0.273, -0.353, -0.161, -0.264, 0.327, 0.280, 0.101, 0.221, 0.509, -0.157, 0.232, -0.018, 0.213, 0.321, 0.202, 0.202, 0.133, 0.470, 0.387, 0.165, 0.275, 0.298, 0.168, 0.295, 0.365, 0.304, 0.332, 0.300, 0.240, 0.243, 0.228, -0.641, -0.287, 0.804, -0.564, -0.269, -0.721, 0.201, 0.290, 0.312, 0.319, 0.338, 0.218, -0.636, -0.217, 0.731, -0.552, -0.283, -0.645, 0.236, 0.309, 0.260, 0.289, 0.289, 0.216, -0.735, -0.200, 0.697, -0.552, -0.303, -0.636, 0.332, 0.325, 0.247, 0.288, 0.318, 0.186, -0.497, -0.332, 0.783, -0.524, -0.313, -0.577, 0.227, 0.188, 0.282, 0.282, 0.251, 0.228, -0.622, -0.327, 0.763, -0.541, -0.341, -0.514, 0.217, 0.287, 0.286, 0.343, 0.213, 0.255, -0.607, -0.305, 0.778, -0.534, -0.309, -0.633, 0.214, 0.292, 0.296, 0.297, 0.293, 0.221, -0.641, -0.231, 0.734, -0.541, -0.296, -0.630, 0.162, 0.314, 0.334, 0.290, 0.289, 0.218],
  "orbital_gap_ev": 5.695,
  "total_energy_ha": -4497.346613,
  "charge": -1,
  "homo_ev": -4.30
}